# 1
Formula: C27H63N9O24S3
Source: the Open Molecules 2025 dataset
Level of theory: wB97M-V/def2-TZVPD

Last column: Mulliken charge in e.
Geometry (Å):
C (-1.597, 15.704, 10.338)  0.47
N (-1.006, 16.577, 11.344)  1.11
O (-1.007, 17.790, 11.229)  -0.65
O (-0.426, 16.044, 12.256)  -0.58
H (-2.088, 14.960, 10.965)  -0.54
H (-0.882, 15.255, 9.648)  0.41
H (-2.472, 16.202, 9.920)  -0.25
C (-4.584, 11.270, 7.735)  -0.83
N (-4.338, 12.690, 8.116)  1.07
O (-3.297, 12.890, 8.678)  -0.55
O (-5.071, 13.559, 7.670)  -0.50
H (-4.627, 11.105, 6.659)  0.32
H (-5.478, 11.027, 8.310)  0.29
H (-3.862, 10.614, 8.221)  0.22
C (-5.967, 17.096, 7.814)  -0.46
N (-4.493, 17.046, 7.510)  0.92
O (-3.721, 17.703, 8.214)  -0.51
O (-4.100, 16.505, 6.425)  -0.57
H (-6.042, 17.328, 8.876)  -0.17
H (-6.362, 16.112, 7.563)  0.25
H (-6.492, 17.873, 7.258)  0.50
C (-6.820, 19.924, 14.516)  0.21
C (-6.866, 21.116, 13.552)  0.00
O (-7.963, 20.793, 12.636)  -0.42
S (-8.980, 19.655, 13.308)  1.13
O (-8.922, 18.375, 12.593)  -0.35
O (-10.260, 20.274, 13.524)  -0.63
O (-8.129, 19.525, 14.726)  -0.31
H (-6.398, 20.261, 15.463)  0.47
H (-6.292, 19.064, 14.105)  -0.33
H (-5.887, 21.255, 13.093)  -0.09
H (-7.111, 22.050, 14.058)  0.38
C (-0.236, 10.490, 12.641)  -0.27
C (-0.097, 10.449, 11.136)  -0.55
O (-1.209, 11.126, 10.513)  -0.27
S (-2.465, 11.126, 11.566)  0.90
O (-3.530, 10.259, 11.127)  -0.64
O (-2.804, 12.457, 12.050)  -0.20
O (-1.608, 10.361, 12.754)  -0.29
H (-0.060, 11.493, 13.031)  0.22
H (0.315, 9.706, 13.160)  0.36
H (-0.052, 9.404, 10.832)  0.33
H (0.818, 10.959, 10.834)  0.36
C (-5.475, 9.945, 13.729)  0.18
C (-6.872, 9.296, 13.736)  -0.56
O (-7.794, 10.502, 13.802)  -0.38
S (-7.122, 11.615, 14.833)  0.95
O (-7.567, 11.497, 16.210)  -0.66
O (-7.201, 12.939, 14.232)  -0.29
O (-5.553, 11.041, 14.680)  -0.16
H (-5.348, 10.303, 12.707)  -0.13
H (-4.667, 9.238, 13.913)  0.48
H (-7.146, 8.692, 14.601)  0.31
H (-7.107, 8.757, 12.818)  0.35
C (-3.932, 13.400, 16.378)  0.10
O (-4.314, 14.572, 16.447)  -0.63
N (-2.814, 12.982, 15.774)  0.24
C (-2.569, 11.573, 15.609)  -0.81
C (-1.838, 13.779, 15.057)  -0.98
H (-4.453, 12.534, 16.815)  0.36
H (-3.136, 11.338, 14.708)  0.07
H (-2.973, 10.992, 16.438)  0.37
H (-1.503, 11.385, 15.476)  0.35
H (-0.820, 13.571, 15.387)  0.42
H (-1.834, 13.416, 14.030)  0.23
H (-2.115, 14.831, 14.984)  0.36
C (-4.888, 17.057, 11.968)  -0.57
O (-5.216, 17.665, 10.925)  -0.30
N (-4.722, 15.730, 12.044)  1.44
C (-4.269, 15.123, 13.262)  -1.01
C (-5.248, 14.775, 10.975)  -0.58
H (-4.603, 17.556, 12.908)  0.36
H (-4.882, 14.245, 13.468)  -0.04
H (-4.313, 15.795, 14.118)  0.68
H (-3.234, 14.868, 13.035)  -0.16
H (-6.331, 14.823, 10.856)  0.40
H (-4.686, 14.952, 10.058)  -0.10
H (-4.946, 13.732, 11.071)  -0.07
C (-3.027, 20.581, 11.699)  0.32
O (-3.245, 20.581, 12.926)  -0.46
N (-2.029, 21.319, 11.117)  0.37
C (-2.183, 21.651, 9.754)  -0.77
C (-1.221, 22.273, 11.963)  -0.83
H (-3.590, 19.975, 10.972)  0.16
H (-2.953, 22.405, 9.591)  0.43
H (-2.620, 20.874, 9.127)  0.24
H (-1.282, 22.064, 9.300)  0.36
H (-0.252, 22.434, 11.490)  0.34
H (-1.704, 23.244, 11.852)  0.41
H (-1.132, 22.051, 13.027)  0.33
C (-7.809, 12.242, 10.950)  0.20
O (-6.981, 11.476, 10.398)  -0.63
N (-8.492, 13.242, 10.335)  0.21
C (-9.322, 14.189, 11.089)  -0.92
C (-8.305, 13.546, 8.891)  -0.90
H (-7.972, 12.272, 12.038)  0.28
H (-9.251, 14.195, 12.177)  0.10
H (-10.370, 14.030, 10.836)  0.40
H (-8.987, 15.206, 10.885)  0.34
H (-8.028, 12.679, 8.291)  0.27
H (-9.265, 13.949, 8.568)  0.41
H (-7.567, 14.335, 8.742)  0.22
C (-8.059, 21.042, 7.902)  0.13
O (-7.715, 21.602, 6.829)  -0.62
N (-7.224, 20.614, 8.841)  0.30
C (-7.809, 19.594, 9.658)  -0.73
C (-5.755, 20.606, 8.818)  -0.75
H (-9.115, 20.807, 8.103)  0.39
H (-7.433, 19.593, 10.681)  -0.25
H (-7.810, 18.562, 9.308)  0.26
H (-8.848, 19.817, 9.901)  0.51
H (-5.362, 21.290, 8.066)  0.41
H (-5.435, 20.918, 9.812)  0.17
H (-5.360, 19.621, 8.566)  0.13
C (-8.955, 14.632, 16.040)  0.16
O (-10.005, 14.384, 16.615)  -0.67
N (-8.859, 15.576, 15.120)  0.13
C (-7.583, 16.121, 14.580)  0.10
C (-10.070, 16.314, 14.659)  -0.83
H (-8.006, 14.199, 16.393)  0.42
H (-6.910, 15.273, 14.700)  -0.18
H (-7.033, 16.912, 15.090)  0.01
H (-7.661, 16.426, 13.536)  0.01
H (-10.965, 16.058, 15.224)  0.39
H (-9.836, 17.374, 14.757)  0.19
H (-10.301, 16.167, 13.604)  0.22

Atoms 1-6, force components in eV/Å:
C -2.248 -0.595 0.464
N 1.759 0.825 0.310
O -0.827 0.504 -0.651
O 0.038 -0.794 0.606
H 0.455 -0.642 -0.241
H -0.032 0.420 0.190

## Properties
HOMO (alpha / beta) = -10.26 / -10.26 eV
⟨S²⟩ = 0.780
Frontier orbital gap (alpha / beta) = 6.57 / 1.84 eV
2S+1 = 2
Charge = +1
M = 994.04 g/mol
Calculated total energy = -4558.93102 Ha
LUMO energy (alpha / beta) = -3.69 / -8.43 eV



# 2
Formula: C16H30BFN3O15
Source: the Open Molecules 2025 dataset
Level of theory: wB97M-V/def2-TZVPD

Last column: Mulliken charge in e.
Geometry (Å):
C (4.140, 2.536, 2.092)  -1.22
C (3.362, 1.612, 1.166)  -0.26
N (3.813, 0.237, 1.322)  -0.43
N (2.803, -0.732, 1.101)  0.25
C (3.325, -1.739, 0.174)  -1.19
B (4.815, -2.213, 0.520)  0.81
O (5.706, -2.319, -0.525)  -0.60
O (5.268, -2.516, 1.780)  -0.67
C (2.299, -1.304, 2.347)  1.01
C (2.158, -0.210, 3.449)  0.04
O (3.193, -0.084, 4.145)  -0.74
O (1.082, 0.419, 3.478)  -0.67
C (0.937, -1.948, 2.173)  -0.28
O (0.504, -2.708, 2.981)  -0.53
N (0.101, -1.646, 1.001)  -0.23
C (-0.657, -0.459, 0.995)  0.47
O (-1.838, -0.428, 0.974)  -0.49
F (0.030, 0.667, 0.899)  -0.14
H (5.133, 2.741, 1.690)  0.21
H (3.606, 3.478, 2.206)  0.44
H (4.200, 2.074, 3.077)  0.34
H (2.307, 1.669, 1.443)  0.13
H (3.420, 1.926, 0.121)  0.48
H (4.266, 0.112, 2.221)  0.24
H (2.666, -2.612, 0.105)  0.23
H (3.339, -1.284, -0.822)  0.42
H (5.199, -2.313, -1.344)  0.32
H (5.189, -1.776, 2.395)  0.34
H (2.947, -2.095, 2.735)  0.32
H (0.645, -1.697, 0.148)  0.34
C (-4.375, 0.155, -0.432)  -0.59
O (-4.756, 0.159, -1.824)  -0.31
C (-5.477, 1.202, -2.203)  0.81
O (-5.847, 2.115, -1.514)  -0.55
O (-5.744, 1.066, -3.512)  -0.33
C (-6.532, 2.124, -4.060)  -0.71
H (-3.802, -0.747, -0.273)  0.23
H (-3.760, 1.017, -0.201)  0.30
H (-5.263, 0.143, 0.198)  0.29
H (-6.014, 3.077, -3.967)  0.35
H (-7.502, 2.176, -3.570)  0.31
H (-6.670, 1.885, -5.111)  0.23
C (-12.405, -0.741, -3.296)  -0.63
O (-11.144, -0.302, -3.801)  -0.32
C (-10.118, -1.090, -3.465)  0.78
O (-10.194, -2.092, -2.805)  -0.54
O (-9.011, -0.574, -3.988)  -0.28
C (-7.814, -1.312, -3.704)  -0.67
H (-13.137, -0.016, -3.640)  0.21
H (-12.653, -1.726, -3.685)  0.29
H (-12.397, -0.764, -2.208)  0.29
H (-7.882, -2.321, -4.107)  0.37
H (-7.631, -1.349, -2.632)  0.31
H (-7.004, -0.782, -4.186)  0.18
C (8.729, -1.024, 0.776)  -0.24
O (9.125, -0.287, 1.940)  -0.35
C (8.628, 0.947, 1.991)  0.84
O (7.931, 1.464, 1.160)  -0.54
O (9.032, 1.515, 3.130)  -0.35
C (8.538, 2.842, 3.320)  -0.53
H (9.190, -2.004, 0.853)  0.22
H (7.650, -1.142, 0.747)  0.00
H (9.080, -0.531, -0.128)  0.29
H (7.451, 2.846, 3.357)  0.21
H (8.884, 3.499, 2.523)  0.29
H (8.937, 3.179, 4.272)  0.21

Atoms 1-6, force components in eV/Å:
C -0.001 -0.052 -0.351
C -0.677 0.072 0.477
N 0.764 -0.105 -0.820
N -0.047 0.028 0.240
C 0.396 -0.123 0.036
B -0.169 0.481 -0.197

## Properties
HOMO = -5.59 eV
Frontier orbital gap = 7.58 eV
Charge = -1
M = 534.23 g/mol
Calculated total energy = -2045.43736 Ha
LUMO energy = 1.98 eV



# 3
Formula: C22H18CeClN2O3
Source: the Open Molecules 2025 dataset
Level of theory: wB97M-V/def2-TZVPD

Last column: Mulliken charge in e.
Geometry (Å):
Ce (-0.807, -0.535, 0.708)  1.34
C (-5.222, -1.216, 0.736)  -0.64
O (-5.692, 0.121, 0.639)  -0.49
C (-4.932, 1.160, 0.170)  0.22
C (-5.673, 2.276, -0.173)  -0.49
C (-5.072, 3.444, -0.628)  -0.69
C (-3.705, 3.505, -0.718)  -0.90
C (-2.914, 2.399, -0.369)  0.67
C (-1.482, 2.570, -0.437)  -0.28
N (-0.624, 1.721, 0.010)  0.11
N (0.715, 2.077, -0.111)  -0.90
C (1.547, 1.071, -0.061)  0.53
O (1.201, -0.186, 0.025)  -0.54
C (2.991, 1.400, -0.142)  0.29
C (3.904, 0.362, -0.310)  -0.25
C (5.258, 0.635, -0.412)  -0.61
C (5.708, 1.945, -0.339)  -0.36
C (4.801, 2.983, -0.160)  -0.64
C (3.446, 2.716, -0.062)  -0.25
C (-3.519, 1.176, 0.033)  0.83
O (-2.795, 0.084, 0.232)  -0.69
H (-6.097, -1.803, 1.011)  0.30
H (-4.464, -1.335, 1.507)  0.21
H (-4.831, -1.581, -0.213)  0.27
H (-6.750, 2.211, -0.085)  0.42
H (-5.682, 4.292, -0.906)  0.38
H (-3.211, 4.413, -1.043)  0.37
H (-1.109, 3.497, -0.872)  0.37
H (3.532, -0.654, -0.363)  0.35
H (5.963, -0.175, -0.550)  0.43
H (6.765, 2.161, -0.425)  0.38
H (5.153, 4.004, -0.097)  0.38
H (2.726, 3.509, 0.074)  0.43
Cl (4.804, -3.806, -1.066)  -0.23
C (3.195, -3.611, -0.438)  0.42
C (2.101, -3.898, -1.236)  -0.66
C (0.819, -3.730, -0.734)  -0.45
C (0.596, -3.262, 0.567)  0.60
C (-0.766, -3.015, 1.113)  -1.59
C (1.732, -2.993, 1.348)  -0.22
C (3.014, -3.166, 0.862)  -0.77
H (2.253, -4.262, -2.244)  0.42
H (-0.029, -3.966, -1.366)  0.37
H (-0.812, -3.376, 2.145)  0.39
H (-1.509, -3.576, 0.535)  0.39
H (1.597, -2.635, 2.364)  0.34
H (3.876, -2.947, 1.480)  0.42

Atoms 1-6, force components in eV/Å:
Ce -0.498 -2.590 1.631
C 0.012 -0.052 -0.051
O 0.151 0.105 0.019
C 0.071 -0.247 -0.020
C 0.064 0.163 -0.041
C -0.170 0.016 0.000

## Properties
HOMO (alpha / beta) = -7.19 / -7.17 eV
⟨S²⟩ = 0.751
Frontier orbital gap (alpha / beta) = 6.48 / 6.47 eV
2S+1 = 2
ΔE to the lowest compared entry with this formula, charge and spin = 0.980 eV
Charge = 0
M = 533.97 g/mol
Calculated total energy = -2119.69394 Ha
LUMO energy (alpha / beta) = -0.72 / -0.71 eV



# 4
Formula: C3H3NO2
Source: the Open Molecules 2025 dataset
Level of theory: wB97M-V/def2-TZVPD

Last column: Mulliken charge in e.
Geometry (Å):
C (-1.009, 0.851, -0.316)  -0.43
C (-0.074, -0.112, -0.160)  0.67
C (-1.335, -0.623, 0.172)  -0.44
N (3.080, -0.147, 0.044)  0.24
O (3.142, 1.019, 0.076)  -0.22
O (1.036, -0.691, -0.277)  -0.55
H (-1.467, 1.864, -0.307)  0.33
H (-1.525, -0.761, 1.286)  0.20
H (-1.848, -1.400, -0.519)  0.21

Atoms 1-6, force components in eV/Å:
C -1.715 0.298 0.627
C 4.763 -2.757 -0.893
C -3.418 -0.354 0.807
N 0.843 2.695 0.213
O -0.025 -2.358 -0.066
O -1.890 1.820 -0.249

## Properties
HOMO (alpha / beta) = -9.93 / -7.81 eV
Frontier orbital gap (alpha / beta) = 10.86 / 5.52 eV
ΔE to the lowest compared entry with this formula, charge and spin = 7.597 eV
Charge = 0
M = 85.06 g/mol
Calculated total energy = -321.09846 Ha
LUMO energy (alpha / beta) = 0.92 / -2.29 eV



# 5
Formula: C5H13NO2
Source: the Open Molecules 2025 dataset
Level of theory: wB97M-V/def2-TZVPD

Last column: Mulliken charge in e.
Geometry (Å):
C (-0.451, 0.687, -1.438)  -0.47
O (0.727, 1.446, -1.363)  -0.52
C (-0.645, -0.271, -0.230)  0.18
C (-0.546, 0.212, 1.207)  -0.45
C (0.868, 0.048, 1.756)  -0.27
C (2.021, 0.501, 1.228)  -0.58
N (-2.805, -1.319, 0.273)  -0.57
H (-1.235, 1.458, -1.388)  0.34
H (-0.385, 0.195, -2.410)  0.33
H (3.021, 0.374, -2.213)  0.21
H (-0.083, -1.204, -0.356)  0.40
H (-1.088, -0.539, 1.793)  0.42
H (-0.982, 1.217, 1.299)  0.36
H (0.999, -0.549, 2.680)  0.27
H (2.881, 0.167, 1.784)  0.29
H (1.984, 0.966, 0.243)  0.34
H (-1.861, -0.663, -0.247)  0.00
H (-3.768, -1.097, 0.479)  0.18
H (-2.795, -2.289, -0.026)  0.22
H (1.566, 0.784, -1.561)  0.24
O (2.577, -0.122, -1.509)  -0.90

Atoms 1-6, force components in eV/Å:
C -0.281 1.789 -0.707
O -1.375 -0.253 1.167
C 5.385 1.603 0.718
C -0.052 -0.274 -0.479
C 1.040 -0.036 0.227
C -1.903 -0.728 -0.241

## Properties
HOMO = -8.23 eV
Frontier orbital gap = 4.45 eV
ΔE to the lowest compared entry with this formula, charge and spin = 9.240 eV
Charge = 0
M = 119.16 g/mol
Calculated total energy = -403.23705 Ha
LUMO energy = -3.78 eV



# 6
Formula: C2H3BrF2S
Source: the Open Molecules 2025 dataset
Level of theory: wB97M-V/def2-TZVPD

Last column: Mulliken charge in e.
Geometry (Å):
C (-0.998, 0.021, 0.232)  -0.72
C (1.183, -0.640, 0.107)  0.42
F (1.450, -1.277, 1.252)  -0.18
F (1.101, -1.514, -0.955)  -0.21
S (-1.089, 1.719, 0.368)  -0.11
Br (2.175, 0.891, -0.189)  -0.06
H (-1.174, -0.365, -0.733)  0.34
H (-1.437, -0.613, 0.930)  0.36
H (-1.209, 1.779, -1.011)  0.17

Atoms 1-6, force components in eV/Å:
C 3.772 -0.947 -0.725
C -5.006 -0.115 -0.004
F 0.529 -0.142 -0.718
F 0.861 0.686 1.261
S -0.440 0.428 -1.393
Br 0.760 0.269 -0.210

## Properties
HOMO = -8.45 eV
Frontier orbital gap = 8.97 eV
ΔE to the lowest compared entry with this formula, charge and spin = 2.066 eV
Charge = 0
M = 177.01 g/mol
Calculated total energy = -3249.83536 Ha
LUMO energy = 0.53 eV